12
Properties=species:S:1:pos:R:3 method="wB97M-V/def2-TZVPD" homo_energy_ev=-8.347 total_charge=0 gap_ev=6.3088
C -1.83858 -1.30905 0.12196
C 1.74206 0.58263 0.34192
O -0.52662 -1.11596 -0.07235
Si 0.42204 -0.11893 -0.80137
Cl 3.38183 0.69234 -0.35023
Cl -0.03339 3.29650 0.13989
H -2.05306 -2.47424 0.09353
H -2.52368 -0.70754 -0.41620
H -2.11846 -1.13144 1.20886
H 1.89568 0.03899 1.29136
H 1.39408 1.75952 0.58474
H 0.25809 0.48719 -2.14210


18
Properties=species:S:1:pos:R:3 method="wB97M-V/def2-TZVPD" homo_energy_ev="-13.642 / -14.027" s_squared=0.76 total_charge=+1 multiplicity=2 gap_ev="8.0447 / 8.1622"
Pt 0.11542 -0.00270 -0.11207
C 3.54605 -3.34645 0.47771
O 2.19636 -3.65871 0.02473
C 1.35613 -2.67237 -0.03907
O 1.62511 -1.50024 0.25692
N 0.12831 -3.03714 -0.46410
N -0.85898 -2.04834 -0.49147
H 4.07338 -4.29139 0.43890
H 3.50537 -2.96126 1.49261
H 3.99541 -2.61951 -0.19264
H -0.09488 -4.00080 -0.66473
H -1.58395 -2.24599 0.19703
H -1.28827 -1.99148 -1.41227
Cl 0.16787 -1.60242 3.19003
Ge -0.67426 0.03757 2.13898
Cl -2.76616 -0.30455 2.03691
Cl -0.15555 1.88927 2.99249
Cl -0.49161 2.01997 -0.69520


10
Properties=species:S:1:pos:R:3 method="wB97M-V/def2-TZVPD" homo_energy_ev=-9.487 total_charge=0 gap_ev=9.6817
C -0.43144 0.33519 -0.44632
C 0.75661 0.46120 0.41901
H -1.82560 -1.29183 -0.68623
H -0.03140 -1.56145 0.78697
H -0.96383 1.31616 -0.33693
H -0.14041 0.32471 -1.57893
H 0.78195 1.63265 0.56979
H 0.75775 -0.09910 1.35070
N -1.22222 -0.74424 0.10518
Cl 2.31858 -0.37328 -0.18325


12
Properties=species:S:1:pos:R:3 method="wB97M-V/def2-TZVPD" homo_energy_ev=-8.514 total_charge=0 gap_ev=9.0474
C 0.07524 -0.87921 -0.83430
C -0.76123 -0.64522 0.43634
N 0.62653 1.32370 -0.74383
N 1.18950 0.17033 -0.93638
P -0.45829 1.16049 0.40612
Cl 2.21577 -0.19682 0.68372
H 0.72632 -1.88160 -0.81211
H -0.40843 -0.83766 -1.74376
H -1.85328 -0.97836 0.62170
H 0.05771 -0.98780 1.13408
H 0.35700 1.71469 1.28005
H -1.76684 2.03744 0.50838